{"formula": "C56H109Br2N16O", "method": "wB97M-V/def2-TZVPD", "homo_energy_ev": -19.7966, "total_energy_ha": -8295.75893, "total_charge": 7, "lumo_energy_ha": -0.4735, "homo_lumo_gap_ev": 6.912, "elements": ["Br", "Br", "O", "N", "N", "N", "N", "N", "N", "N", "N", "N", "N", "N", "N", "N", "N", "N", "N", "C", "C", "C", "C", "C", "C", "C", "C", "C", "C", "C", "C", "C", "C", "C", "C", "C", "C", "C", "C", "C", "C", "C", "C", "C", "C", "C", "C", "C", "C", "C", "C", "C", "C", "C", "C", "C", "C", "C", "C", "C", "C", "C", "C", "C", "C", "C", "C", "C", "C", "C", "C", "C", "C", "C", "C", "H", "H", "H", "H", "H", "H", "H", "H", "H", "H", "H", "H", "H", "H", "H", "H", "H", "H", "H", "H", "H", "H", "H", "H", "H", "H", "H", "H", "H", "H", "H", "H", "H", "H", "H", "H", "H", "H", "H", "H", "H", "H", "H", "H", "H", "H", "H", "H", "H", "H", "H", "H", "H", "H", "H", "H", "H", "H", "H", "H", "H", "H", "H", "H", "H", "H", "H", "H", "H", "H", "H", "H", "H", "H", "H", "H", "H", "H", "H", "H", "H", "H", "H", "H", "H", "H", "H", "H", "H", "H", "H", "H", "H", "H", "H", "H", "H", "H", "H", "H", "H", "H", "H", "H", "H", "H", "H", "H", "H"], "xyz": [[-0.2597, 4.2408, -1.8173], [2.0065, -1.6566, -3.1599], [2.1457, 0.0774, 0.2588], [1.9083, -3.0004, 3.4244], [5.4323, 7.5710, -2.0463], [6.2562, -0.7036, -1.1351], [-3.4851, -4.8359, -3.2111], [7.5103, -2.5967, -1.0421], [0.4928, 0.4003, -6.7063], [-2.5967, 3.8073, 2.0536], [1.1928, 1.8688, 8.1215], [0.3181, 0.7515, -1.0154], [1.4524, 3.4300, 6.4874], [-8.8536, 0.1370, 2.5152], [-1.2110, 5.4072, 2.7352], [1.5336, 1.5572, -8.3105], [1.9038, -5.1556, 4.0791], [4.2875, 5.9675, -1.1225], [-7.0957, -0.5863, 1.2771], [-0.6127, -0.1042, -5.8064], [1.9378, -7.4805, 3.2062], [5.6703, 7.5701, -0.6978], [-2.1650, -7.9465, -5.2213], [2.6689, -4.0154, 3.8724], [-3.2493, -5.8047, -4.4030], [2.4417, -6.5353, 4.3061], [-1.6126, 4.5595, 3.7951], [0.2580, 1.2717, -7.7649], [0.9376, 1.2936, 6.8384], [4.4718, 6.6488, -2.3201], [-1.7037, -3.2387, -3.5455], [-2.7423, -7.2895, -4.0204], [6.4150, -2.8601, -1.8783], [-7.5157, -0.0657, 2.4691], [-5.7464, -0.8372, 0.7421], [0.6111, -4.7837, 3.8088], [1.5894, 3.1579, 7.8732], [-1.8685, 4.9352, 1.6308], [1.7551, 4.6823, 5.8536], [5.7218, -1.6322, -2.0161], [1.0060, 2.0058, 1.1501], [7.3601, 8.9321, -2.9144], [1.1922, 1.1446, 9.4382], [-9.3884, -0.3978, 1.3770], [-4.7119, -0.9045, 1.8803], [0.8893, 2.3162, 5.8682], [0.5847, -3.4934, 3.2818], [-2.1536, -4.4076, -2.5931], [-3.4129, 3.0282, 1.1699], [-0.8381, -0.2551, -0.8591], [-8.3114, -0.7885, 0.5647], [-0.7620, 0.7373, -4.5360], [-2.9312, -2.4365, -3.9117], [-9.5822, 0.8055, 3.5751], [-0.3834, 6.5606, 2.9117], [5.7974, 0.6340, -0.9529], [7.3525, -1.2913, -0.6034], [5.9144, 8.5065, -3.0603], [-4.3864, -5.3440, -2.0108], [-4.0545, -3.4441, -3.6449], [8.4603, -3.5953, -0.5734], [1.6294, 2.0942, 10.6638], [-5.8258, -5.8918, -2.5064], [4.9225, 6.6272, -0.0722], [-2.4002, 3.5051, 3.3682], [1.6721, 2.4564, -9.4256], [1.2548, 0.8884, 0.2200], [2.3978, -1.7154, 3.0262], [-7.1324, -5.6204, -0.3061], [5.3862, 0.8428, 0.5226], [0.7757, 6.5849, 1.9060], [-6.6529, -6.5176, -1.3682], [3.4259, 4.7583, -1.0716], [2.4897, 0.7460, -7.6992], [1.8167, 0.0184, -6.7126], [1.0472, 3.0010, 10.8276], [-3.0727, -1.5946, -3.2339], [-0.6742, 1.7411, -8.0426], [-2.6949, -7.9088, -6.1731], [0.9947, 5.4307, 6.0764], [1.7034, -1.2754, 2.3104], [-1.5854, 0.1347, -0.1679], [-0.0557, 2.2262, 1.0387], [1.3509, 1.7672, 2.1562], [-9.4503, 0.0973, 4.3931], [-6.8921, 0.2473, 3.2935], [-0.0500, 1.6405, -1.3223], [-1.1663, -7.5394, -5.3788], [3.8107, 3.9700, -0.4246], [-4.1606, -5.8503, -4.9993], [3.5169, -6.3719, 4.2331], [-0.9586, -2.6353, -3.0270], [-3.7028, -0.9183, 1.4685], [3.3678, 4.3466, -2.0792], [-7.7593, -6.2208, 0.3532], [-1.5127, -0.1393, -6.4202], [4.0868, 6.4334, -3.3059], [4.9821, 0.9328, -1.6117], [-4.7942, -3.1556, -2.8981], [4.7236, 0.0080, 0.7512], [1.0262, 0.4922, -1.6873], [6.3649, -3.8601, -2.2830], [-3.9045, 3.6178, 0.3961], [8.0597, -3.9160, 0.3883], [-0.1572, -5.5427, 3.8103], [-3.5139, -7.9027, -3.5548], [-2.9143, -2.0584, -4.9339], [-6.0481, -7.2648, -0.8544], [-4.6271, -0.0203, 2.5120], [-2.2834, -4.1660, -1.5382], [-4.2385, 2.5024, 1.6494], [7.5033, 9.4668, -1.9754], [2.0980, -0.5327, -5.8274], [0.2169, 0.7090, 9.6554], [2.1995, -6.8716, 5.3143], [-1.7847, 5.4438, 0.6818], [1.8573, 0.2815, 9.4112], [-1.0013, 7.4551, 2.8326], [0.7366, 0.2384, 6.7261], [2.6724, -8.1945, 2.8339], [-2.7388, 2.4541, 0.5341], [-0.4309, -1.1210, -5.4582], [-5.6265, 0.1018, 0.2018], [-10.6582, 0.8350, 3.4033], [1.1599, 5.6035, 1.6277], [-2.8594, 2.6916, 3.9102], [-2.0046, -7.1794, -3.2255], [0.8031, 3.0451, -9.7199], [-3.7393, -6.1216, -1.6048], [0.2074, 0.7542, -4.0381], [0.6262, 2.4167, 4.8256], [1.0168, -8.0397, 3.3707], [-4.6519, -1.7232, 2.5974], [1.8126, 4.5640, 4.7716], [-10.4300, -0.2393, 1.1392], [8.0189, 8.0664, -2.9820], [4.8382, 6.1958, 0.9143], [4.8448, -1.4471, -2.6186], [2.5185, -0.9870, 3.8281], [1.5594, 1.6720, 11.6663], [1.6414, 2.8265, 0.8175], [-1.2082, -3.6634, -4.4186], [0.5843, 7.1681, 1.0053], [2.0351, 3.8736, 8.5482], [-6.4088, -5.3635, 0.4674], [-5.5923, -1.7024, 0.0972], [7.7027, 9.4977, -3.7809], [8.0564, -0.8661, 0.0966], [-1.4430, -5.2340, -2.6113], [-6.4074, -5.1539, -3.0589], [2.0589, 1.9362, -10.3019], [-1.3113, 4.7484, 4.8148], [1.7547, -6.8928, 2.3067], [-0.4449, -1.1980, -0.4791], [5.8245, 8.0157, -4.0294], [-1.9234, -9.0074, -5.1563], [-7.5756, -6.9730, -1.7278], [-7.6276, -4.7958, -0.8189], [-0.0071, 6.4824, 3.9317], [6.1952, 0.9761, 1.2409], [2.6420, 2.4977, 10.6606], [2.4076, 4.9113, -0.7143], [-0.2757, -2.9334, 2.9463], [-2.5190, -5.2394, -4.9819], [5.2140, 9.3387, -2.9896], [6.5793, 1.3504, -1.2050], [9.4889, -3.2655, -0.4274], [2.4683, 3.1959, -9.3402], [3.5293, 0.9413, -7.9171], [-4.6428, -3.4709, -4.5621], [2.6935, 5.0276, 6.2874], [3.3691, -1.8946, 2.5651], [-1.1709, -0.4476, -1.8791], [6.3309, 8.2889, -0.2360], [-9.2093, 1.8061, 3.7938], [4.8070, 1.7606, 0.6238], [-0.7629, 1.8081, -4.7397], [8.3222, -4.5501, -1.0809], [3.7367, -3.8838, 3.9665], [-1.5285, 0.4518, -3.8155], [-8.1817, -1.1820, -0.4326], [-5.5648, -6.6768, -3.2161], [1.7183, 6.9510, 2.3129], [-4.5385, -4.5412, -1.2894]], "atomic_forces_ev_per_a": [[0.0676, -0.8491, 0.7162], [-0.3373, 0.5713, 0.3737], [-1.4427, 1.1447, 0.1590], [-1.7534, -2.4098, 0.4119], [-1.7462, -1.4099, 0.1588], [1.4948, -3.0467, -1.5175], [-0.9314, 1.4801, 1.4747], [-2.3219, 3.0437, -0.3587], [-1.2904, 0.8302, -2.1191], [0.7762, 1.9570, -1.9359], [1.2386, 1.3150, -2.5716], [-0.0399, -0.5453, 2.0495], [-1.0663, -2.0297, 3.3328], [1.9181, -0.9032, -1.8399], [-3.4216, -3.8437, 0.1118], [-3.6290, -1.4474, 1.6885], [0.9673, 3.1780, -0.2918], [-1.7194, 0.1595, -1.7819], [-4.1386, -0.5187, 1.1541], [0.0301, 0.1013, 0.1376], [-0.0236, 0.2427, -0.9731], [0.6425, 1.0820, 0.7697], [1.6602, -0.6628, -1.2348], [-1.1411, -1.0438, -0.0883], [-0.0134, -0.8525, 0.9024], [0.0714, -0.1316, -0.2584], [0.6925, -0.3640, 0.4140], [4.1431, -0.6105, 1.2386], [-1.2412, 1.6554, -0.1062], [2.2302, -0.4399, 3.0712], [1.0193, -0.5568, 1.2937], [-1.0442, 1.8247, 0.6956], [0.7436, 2.5780, 0.3594], [0.3611, 0.6085, 0.0421], [0.5258, 1.2683, 1.7739], [-0.0227, 0.4892, -1.5559], [-0.6974, -1.1411, -2.6367], [-0.0822, -0.9688, 3.0905], [0.1125, 0.9165, 0.3437], [0.1824, -2.5441, 0.3969], [-0.2695, -0.1592, -0.2453], [0.1822, -0.5052, 0.2338], [0.7860, 1.1008, 2.2198], [1.7119, 0.4060, -1.9738], [1.2611, 0.4927, 0.2086], [1.7690, -0.7126, 2.6320], [1.1078, -1.2653, 1.7995], [0.3177, 0.2915, -1.6864], [-0.3169, -0.0690, -1.9925], [1.4856, 0.0416, -0.3716], [0.2985, 0.1152, 1.0782], [1.5529, 1.2540, -0.3553], [-0.2658, -0.6481, 0.9706], [-0.2315, -0.8310, 1.2987], [1.2418, 0.8655, -0.2769], [0.3266, 2.1340, 1.3429], [0.8134, -1.6937, -0.0231], [0.1745, 0.7805, -0.7214], [-1.1739, -0.9540, -2.0263], [-1.0635, -0.3712, -1.2053], [-0.7423, -0.9276, 1.5486], [-0.1523, 0.2994, -0.4581], [1.7563, -0.3699, 0.4887], [-0.1256, -1.2973, -1.9774], [1.3438, 3.0165, -0.1416], [1.5107, 0.7882, -1.8384], [1.2793, -1.7434, -0.6682], [0.4586, 0.6839, -0.5436], [-0.2368, 0.4543, 1.2213], [-0.5123, 0.1646, -0.5511], [0.9289, -0.0063, -0.0961], [0.9936, -0.7756, -0.3228], [-0.0338, 0.0276, 0.0110], [-1.8194, 0.5314, 0.9174], [0.1634, 1.4406, 0.0142], [-0.6647, -0.0612, -0.7042], [0.1120, 0.1579, -0.0561], [0.1137, -0.1177, -0.0422], [-0.4106, 0.5202, 0.2321], [-0.0476, -0.0049, 0.0566], [0.2360, -0.2370, -0.1294], [0.0394, 0.2513, -0.3539], [0.1255, 0.6942, 0.4826], [-0.2883, -0.2552, -0.0385], [-0.1579, 0.6399, 0.6434], [0.1095, -0.1579, -0.1724], [-0.4027, 1.5162, -0.1964], [0.0123, 0.3384, -0.3846], [0.7016, 0.2554, 0.0147], [-0.0885, 0.0493, 0.2461], [-0.0192, -0.3629, 0.1166], [0.2723, -0.0578, -0.1733], [0.0323, -0.1110, -0.6134], [-0.0824, 0.1131, 0.0985], [-0.8999, 0.3052, -0.4025], [0.0225, 0.2008, 0.0391], [-0.0825, -0.1716, 0.2264], [-0.1108, -0.9093, -0.0957], [0.4248, 0.0711, 0.2299], [0.0954, 0.0655, 0.4896], [0.1820, -1.3202, -1.3574], [-0.4801, 0.3317, -0.3949], [0.0113, 0.6587, 0.3450], [0.3655, 0.2976, 0.5158], [-0.1218, 0.2287, 0.1572], [-0.4855, 0.3164, -0.2105], [-0.1053, -0.1703, 0.0927], [-0.0154, -0.5330, -0.4512], [-0.6617, 0.3308, -0.0967], [-0.3274, 0.4128, -0.1894], [0.5875, -0.2009, 0.3433], [0.3523, 0.1489, -0.2599], [0.6616, -0.4206, -0.3597], [-0.2500, 0.4947, -0.4068], [-0.0480, 0.1684, -0.0603], [-0.3564, -0.5806, -0.4395], [0.3070, 0.2774, -0.4293], [0.0926, 0.0250, 0.0631], [-0.2654, 0.1822, 0.2135], [0.2382, -0.0609, 0.6719], [-0.1906, -0.8201, 0.3088], [0.5660, -0.0863, -0.5404], [0.8218, -0.3233, -0.5105], [0.2142, 0.0254, -0.5052], [-0.8072, -0.4838, -0.2571], [-0.0444, 0.1887, -0.2023], [0.3308, -0.0867, -0.1180], [-0.3423, -0.5908, 0.4920], [-0.5329, -0.2311, 0.3087], [0.1655, -0.8412, 0.3542], [0.0912, -0.5763, 0.0976], [0.0938, 0.1655, 0.5954], [-0.9739, -0.4202, -0.3734], [0.2429, -0.1571, 0.1569], [0.0298, -0.4103, -0.0500], [-0.0366, -0.2146, 0.4764], [0.2939, 0.4989, -0.0153], [-0.1011, 0.1307, 0.1333], [-0.0490, -0.3704, 0.3457], [-0.1852, -0.9617, -0.3963], [-0.3853, 0.3386, -0.2604], [-0.0121, 0.0306, 0.0609], [-0.2033, -0.1857, 0.0521], [-0.2497, -0.1518, 0.2382], [0.6433, 0.8523, -0.4667], [-0.9794, 0.0174, 0.0657], [-0.4701, 0.5153, 0.2223], [-0.1724, 0.2591, -0.0807], [-0.1423, -0.0284, -0.1801], [0.1759, 0.3467, 0.1295], [-0.5569, -0.4815, -0.0791], [0.1487, 0.1719, -0.1544], [-0.0831, 0.2276, -0.0961], [0.2414, 0.1580, -0.0254], [-0.3902, -0.0255, 0.0894], [-0.4305, -0.1251, 0.7480], [0.4538, -0.3556, -0.6527], [-0.3304, 0.3861, 0.8522], [-0.0607, 0.2044, -0.0662], [0.2021, -0.5125, -0.2329], [0.3229, -0.5133, -0.6696], [-0.0476, 0.6457, -0.2661], [0.3707, 0.1539, 0.0436], [0.1721, -0.4622, -0.1475], [0.2249, 0.2252, -0.3605], [0.3094, -0.2143, -0.0515], [-0.2267, 0.0910, -0.5481], [0.0398, 0.0358, 1.0080], [-0.0458, -0.5509, 0.0016], [-0.0643, -0.9525, 0.0054], [0.0535, 0.1905, -0.4353], [-0.0956, 0.4203, -0.1826], [-0.3269, 0.1757, 0.2444], [0.0484, -0.0605, -0.1945], [0.0926, -0.2353, -0.1255], [-0.1551, 0.0560, -0.1853], [-1.0688, 0.1253, -0.3032], [0.5006, 0.5139, -0.9187], [-0.0161, -0.4835, 0.2095], [-0.1674, -0.0983, -0.5000], [-0.7266, -0.0288, 0.0735], [-0.2681, -0.0867, -0.1053], [-0.3807, 0.8139, 0.5003], [0.4527, 0.1571, -0.2174]], "lowdin_charge": [-0.38, -0.31, 0.11, -0.10, -0.04, -0.06, -0.19, -0.08, -0.05, -0.10, -0.02, 0.09, -0.11, -0.10, -0.04, -0.09, -0.03, -0.09, -0.04, -0.15, -0.05, 0.00, -0.10, 0.03, -0.05, -0.11, -0.01, 0.08, 0.01, 0.05, -0.16, -0.21, 0.05, -0.01, -0.13, -0.01, 0.08, 0.07, -0.01, 0.01, 0.02, -0.05, -0.09, 0.04, -0.08, -0.02, 0.02, -0.08, -0.01, 0.02, 0.04, -0.09, -0.15, 0.04, -0.15, -0.17, 0.02, -0.16, -0.06, -0.08, 0.02, -0.05, -0.13, 0.01, -0.01, -0.01, -0.37, 0.00, -0.14, -0.06, -0.05, -0.27, -0.03, 0.04, -0.01, 0.08, 0.10, 0.16, 0.10, 0.10, 0.08, 0.08, 0.07, 0.09, 0.12, 0.16, 0.00, 0.08, 0.07, 0.14, 0.13, 0.05, 0.05, 0.09, 0.09, 0.12, 0.17, 0.13, 0.12, 0.06, 0.04, 0.14, 0.12, 0.10, 0.15, 0.11, 0.12, 0.12, 0.05, 0.12, 0.10, 0.08, 0.05, 0.13, 0.14, 0.13, 0.13, 0.15, 0.12, 0.10, 0.07, 0.10, 0.13, 0.12, 0.05, 0.14, 0.10, 0.11, 0.13, 0.02, 0.10, 0.09, 0.09, 0.09, 0.15, 0.09, 0.13, 0.04, 0.10, 0.09, 0.09, 0.12, 0.09, 0.17, 0.06, 0.13, 0.10, 0.17, 0.13, 0.11, 0.11, 0.12, 0.07, 0.09, 0.13, 0.10, 0.13, 0.08, 0.11, 0.08, 0.08, 0.01, 0.12, 0.12, 0.14, 0.14, 0.12, 0.11, 0.14, 0.14, 0.12, 0.11, 0.06, 0.15, 0.11, 0.05, 0.08, 0.11, 0.17, 0.06, 0.13, 0.10, 0.08, 0.10]}